(1)
{"formula": "C27H27CsN9O6S5", "method": "wB97M-V/def2-TZVPD", "elements": ["Cs", "C", "C", "S", "C", "C", "S", "C", "C", "S", "H", "H", "H", "H", "H", "H", "H", "H", "H", "H", "H", "H", "N", "C", "N", "C", "N", "N", "C", "N", "C", "C", "C", "C", "C", "N", "H", "H", "H", "H", "H", "H", "H", "H", "O", "S", "O", "O", "O", "O", "N", "O", "C", "C", "C", "C", "C", "C", "N", "C", "C", "N", "C", "C", "C", "C", "H", "H", "H", "H", "H", "H", "H", "S", "C"], "coordinates": [[9.10980, 9.39727, 12.39325], [14.86227, 8.51429, 12.67194], [15.10787, 8.38516, 14.21287], [13.96126, 9.35102, 15.20339], [13.33195, 8.10634, 16.34294], [12.62561, 6.89532, 15.68077], [11.28929, 7.29927, 14.51431], [11.72458, 6.03137, 13.24885], [13.09037, 6.22376, 12.61843], [13.23086, 7.96595, 12.05518], [15.58925, 7.84601, 12.17064], [15.05498, 9.54152, 12.24171], [16.14340, 8.60341, 14.35612], [15.04643, 7.35807, 14.61281], [12.59241, 8.61272, 16.94284], [14.07064, 7.65260, 16.98908], [12.36157, 6.19671, 16.48497], [13.35361, 6.33363, 15.09080], [10.97663, 6.16009, 12.50124], [11.72816, 5.05657, 13.76802], [13.28958, 5.65817, 11.70951], [13.90579, 5.95357, 13.32223], [6.70669, 12.08426, 14.37405], [6.62232, 12.80654, 13.24937], [5.76603, 13.85636, 13.13748], [5.80723, 14.44396, 11.93470], [4.80030, 15.41197, 11.79178], [6.65683, 14.20932, 10.93561], [7.62860, 13.26916, 11.20320], [7.55952, 12.43372, 12.29957], [8.83056, 13.11174, 10.36714], [8.85593, 13.68604, 9.06041], [9.84356, 13.34163, 8.20804], [10.63294, 12.18354, 8.58564], [10.57689, 11.61812, 9.81770], [9.91015, 12.33847, 10.83904], [6.21763, 12.44928, 15.21674], [7.48764, 11.41654, 14.44991], [4.03880, 15.34338, 12.43192], [4.53140, 15.51480, 10.84308], [8.10939, 14.43196, 8.96097], [10.01068, 13.71668, 7.23126], [11.23739, 11.89835, 7.65186], [11.17313, 10.65258, 10.04726], [7.28697, 7.11021, 11.89872], [8.36646, 6.10055, 11.92532], [7.96588, 4.86934, 11.22453], [8.63843, 5.80837, 13.35108], [9.55206, 6.70573, 11.27258], [9.89607, 6.03298, 20.39994], [8.99925, 6.18488, 19.59975], [7.94802, 5.59131, 19.63832], [9.15307, 7.22712, 18.56762], [10.11292, 8.10159, 18.84325], [10.31760, 9.23447, 18.06544], [11.16986, 10.19121, 18.53362], [11.16918, 11.41520, 17.92337], [10.34644, 11.60774, 16.80454], [9.50558, 10.73288, 16.36812], [9.44823, 9.45984, 16.98469], [8.47558, 8.47698, 16.61038], [7.72870, 8.74954, 15.52715], [7.08904, 7.72149, 14.95998], [7.13234, 6.38658, 15.48978], [7.73790, 6.14277, 16.72221], [8.40728, 7.24065, 17.33388], [10.61961, 7.96981, 19.81340], [11.78103, 9.93326, 19.36459], [11.80948, 12.25310, 18.20620], [10.48097, 12.51707, 16.25693], [6.58307, 8.04986, 14.06521], [6.65779, 5.51503, 15.08206], [7.75711, 5.16279, 17.19725], [10.52609, 13.36083, 13.32958], [10.56163, 12.53403, 11.98504]], "forces_ev_per_a": [[-0.05, -0.10, -0.03], [0.28, -0.79, -0.13], [-0.59, -0.48, -0.89], [0.24, 0.40, 0.34], [-0.80, -1.04, -0.85], [0.53, 0.30, -0.17], [0.32, -0.91, 0.37], [0.75, -0.14, 1.17], [1.04, 0.87, 0.21], [0.39, 0.50, -0.05], [-0.02, 0.37, 0.27], [-0.41, -0.96, 0.81], [0.77, 0.77, 0.42], [-0.27, 0.19, -0.73], [-0.04, 0.35, 0.29], [0.55, 0.34, 0.33], [-0.47, 0.20, -0.06], [0.05, 0.14, 0.16], [-0.97, -0.36, -0.52], [-0.52, 0.28, -0.49], [-0.54, -0.45, 0.15], [-0.27, 0.40, -0.42], [-0.76, -0.03, 1.59], [1.95, 0.62, -2.20], [0.69, -1.28, 0.50], [-0.08, -0.46, 0.05], [1.25, -0.16, -0.47], [-0.16, 0.29, 0.48], [1.14, -1.16, 0.55], [-1.47, 1.46, 0.31], [-3.71, 1.31, 0.09], [0.74, -0.30, 2.11], [0.44, -0.83, 0.55], [0.47, 0.41, -1.60], [1.88, -1.87, -1.59], [1.43, 0.15, 1.43], [0.78, -0.74, -1.18], [-0.74, 0.70, 0.28], [-0.14, -0.34, 0.35], [-0.22, 0.30, -0.76], [-0.64, 0.53, -0.68], [-0.20, 0.54, -0.70], [-0.61, -0.68, 2.06], [-1.24, 1.84, -0.02], [-0.75, 0.90, -0.09], [-1.21, -1.26, -0.41], [0.13, 0.19, 0.02], [0.74, -0.03, 0.62], [1.00, 0.38, -0.09], [0.38, -0.38, 0.41], [-0.34, 0.45, -0.46], [-0.53, -0.49, -0.06], [-0.16, -1.28, -0.71], [0.61, -0.36, 1.79], [-1.54, -0.85, -0.81], [0.70, 2.10, -0.34], [0.90, 0.21, 0.34], [0.53, -0.27, 0.49], [-1.12, -2.71, -0.45], [0.55, 3.08, 0.21], [0.13, -0.58, 0.26], [-0.21, -1.48, -0.64], [0.51, 0.46, 0.96], [0.26, 0.11, 1.35], [-0.14, 1.46, -0.56], [0.11, 0.36, -0.31], [-0.04, 0.24, -0.75], [0.50, 0.10, 0.63], [-0.06, -0.43, 0.14], [-0.39, 0.53, -0.41], [-0.34, -0.90, -0.26], [-0.16, 0.27, -0.91], [-0.18, 0.30, -0.26], [-0.27, 0.52, 0.71], [-0.36, -0.85, -1.72]], "charge": -2, "spin_multiplicity": 2, "gap_ev": [4.4, 4.3], "e_lumo_ha": [0.1116, 0.1115], "homo_energy_ev": [-1.328, -1.300]}



(2)
{"formula": "C27H27CuN7OSeSi", "method": "wB97M-V/def2-TZVPD", "elements": ["Cu", "C", "C", "C", "C", "N", "C", "N", "C", "N", "C", "N", "C", "C", "C", "C", "C", "N", "C", "C", "C", "C", "C", "C", "H", "H", "H", "H", "H", "H", "H", "H", "H", "H", "H", "H", "C", "Si", "C", "C", "Se", "H", "H", "H", "H", "H", "H", "H", "H", "H", "N", "C", "O", "C", "C", "C", "C", "N", "C", "H", "H", "H", "H", "H", "H"], "coordinates": [[0.44300, -0.59001, -0.18284], [1.21123, -0.32346, 4.05881], [0.47276, -1.34637, 4.63355], [-0.18516, -2.23124, 3.80959], [-0.09179, -2.09984, 2.41698], [0.61465, -1.09608, 1.86690], [1.22988, -0.23298, 2.68451], [-0.75774, -3.09523, 1.69713], [-0.63032, -3.28777, 0.43591], [0.09459, -2.57292, -0.48180], [0.04274, -3.18747, -1.67375], [0.62873, -2.88243, -2.80210], [1.55099, -1.87211, -2.92494], [2.08224, -1.69144, -4.22765], [3.03642, -0.73105, -4.46149], [3.47316, 0.06525, -3.39991], [2.90728, -0.16192, -2.16376], [1.96854, -1.08269, -1.91587], [-0.83466, -4.38970, -1.57234], [-1.22050, -5.33805, -2.49833], [-2.06858, -6.35260, -2.06228], [-2.50050, -6.40813, -0.73894], [-2.09593, -5.45275, 0.18969], [-1.26220, -4.44687, -0.25490], [1.72448, 0.41822, 4.65542], [0.39698, -1.43912, 5.70945], [-0.78681, -3.04067, 4.19667], [1.75781, 0.57998, 2.20023], [1.71848, -2.34386, -5.00974], [3.44533, -0.59949, -5.45664], [4.22106, 0.83519, -3.52867], [3.20596, 0.43767, -1.30894], [-0.87139, -5.28329, -3.52155], [-2.40136, -7.11270, -2.75927], [-3.16277, -7.20890, -0.43268], [-2.41845, -5.48558, 1.22264], [-1.47035, 3.67216, 5.51558], [-1.15593, 3.42988, 3.66205], [0.73259, 3.59335, 3.46660], [-1.83413, 4.99210, 2.81408], [-1.95786, 1.55218, 2.86359], [-1.09527, 4.64097, 5.86692], [-0.97635, 2.88023, 6.08587], [-2.53960, 3.61250, 5.73418], [1.09370, 4.55765, 3.84630], [1.01948, 3.51503, 2.41219], [1.25047, 2.79761, 4.00950], [-1.71952, 5.88038, 3.44664], [-2.89176, 4.87256, 2.56940], [-1.29721, 5.17961, 1.87736], [0.42964, 1.55036, -5.17136], [-0.07003, 2.62184, -4.49756], [-0.40383, 3.64563, -5.06924], [-0.19232, 2.47905, -3.01319], [-0.43983, 3.61615, -2.25010], [-0.55333, 3.48741, -0.88277], [-0.40337, 2.23415, -0.30402], [-0.16019, 1.13664, -1.02999], [-0.07539, 1.26490, -2.35852], [0.60220, 1.68992, -6.15215], [0.94278, 0.81918, -4.70690], [-0.54704, 4.56917, -2.75175], [-0.76379, 4.33593, -0.24592], [-0.53750, 2.08201, 0.76686], [0.07559, 0.34182, -2.90273]], "forces_ev_per_a": [[-0.07, -0.21, 0.11], [0.04, 0.05, 0.03], [-0.02, -0.04, -0.04], [0.02, 0.03, -0.05], [0.07, -0.02, 0.03], [-0.10, 0.12, 0.00], [-0.02, -0.04, -0.04], [-0.03, 0.01, 0.02], [0.02, 0.02, 0.05], [0.05, 0.10, -0.08], [0.04, 0.03, -0.10], [-0.04, -0.09, 0.07], [0.08, 0.09, -0.06], [-0.04, -0.02, 0.06], [-0.02, -0.02, 0.03], [0.00, 0.01, -0.02], [-0.05, -0.02, 0.02], [0.07, -0.01, -0.06], [-0.04, -0.02, 0.01], [0.02, 0.02, 0.01], [0.00, -0.01, -0.02], [-0.01, 0.00, 0.01], [0.01, 0.00, 0.01], [-0.02, -0.03, -0.02], [-0.02, -0.02, -0.01], [0.00, 0.00, 0.00], [0.00, 0.01, -0.01], [-0.02, 0.00, 0.01], [0.00, 0.01, 0.01], [0.00, 0.01, 0.00], [0.00, -0.01, -0.01], [-0.01, 0.00, -0.01], [-0.01, 0.00, 0.01], [0.01, 0.01, 0.01], [0.01, 0.01, 0.01], [0.00, 0.01, -0.02], [0.00, 0.00, 0.00], [0.10, 0.08, 0.05], [-0.01, 0.04, 0.01], [0.00, 0.02, -0.02], [-0.06, -0.01, 0.03], [-0.01, -0.05, -0.01], [-0.01, 0.02, -0.02], [0.02, 0.01, -0.02], [-0.01, -0.06, -0.03], [-0.01, 0.01, 0.04], [-0.03, 0.02, -0.01], [0.02, -0.04, -0.04], [0.02, 0.00, 0.04], [-0.04, -0.01, 0.04], [0.02, 0.01, -0.02], [0.06, 0.06, -0.03], [-0.02, -0.07, 0.02], [-0.03, -0.03, 0.01], [-0.01, 0.03, -0.02], [-0.02, 0.03, 0.05], [-0.07, -0.09, 0.07], [0.18, 0.03, -0.03], [-0.05, 0.05, -0.01], [-0.01, -0.01, -0.01], [-0.02, 0.00, 0.00], [0.01, -0.01, 0.00], [0.00, -0.02, -0.02], [0.03, 0.03, -0.03], [0.01, -0.01, -0.01]], "charge": -1, "gap_ev": 5.7, "e_lumo_ha": 0.0687, "homo_energy_ev": -3.787}



The following relative energy (zero: lowest compared OMol25 entry of this formula, charge and spin) values (in kcal/mol) correspond, in order, to the records above: 26.3; 22.9.
The following total energy values (in eV) correspond, in order, to the records above: -108855.226; -158785.039.